The following is a DFT calculation (ωB97M-V with the def2-TZVPD basis set) of a 2-piece molecular cluster, CH5NO overall.

Summary:
- LUMO level: -0.31 eV
- Relative energy (zero: lowest compared OMol25 entry of this formula, charge and spin): 2.832 eV
- Molecular weight: 47.06 Da
- Orbital gap: 9.35 eV
- SMILES: N=O.C
- Net charge: 0

Last columns: bonded neighbours and bond lengths (Å).
Cartesian coordinates (Å):
1 H -1.07 -0.72 -0.03  C8 1.117
2 N 1.91 -1.11 -0.37  H5 1.122, O6 1.210
3 H -0.21 0.84 -0.44  C8 1.111
4 H -1.94 0.81 -0.10  C8 1.070
5 H 1.13 -0.88 0.41  N2 1.122
6 O 2.11 -0.03 -0.87  N2 1.210
7 H -0.92 0.71 1.20  C8 1.069
8 C -1.00 0.38 0.19  H1 1.117, H3 1.111, H4 1.070, H7 1.069

The following is a DFT calculation (ωB97M-V with the def2-TZVPD basis set) of a 7-piece molecular cluster, C39H70FN7O9P2S2 overall.

Summary:
- LUMO level: 0.11 eV
- Molecular weight: 926.11 Da
- Orbital gap: 8.96 eV
- SMILES: CC[C@@H](F)[C@@]1(P(=O)(O)O)[C@@](CNC)([PH2]=S)[C@H](CC(=O)O)[C@@](CC)(CC=O)OS1(=O)=O.CCCC#N.CCCC#N.CCCC#N.CCCC#N.CCCC#N.CCCC#N
- Net charge: 0

Last columns: bonded neighbours and bond lengths (Å).
Cartesian coordinates (Å):
1 H 6.07 3.12 9.51  C40 1.092
2 H -4.84 1.14 -1.44  P11 1.409
3 H 0.80 -2.25 5.85  C105 1.092
4 H 8.00 0.87 2.16  C27 1.092
5 H 0.87 -3.93 0.46  C31 1.107
6 H -4.75 0.55 -8.74  C55 1.092
7 H 5.12 -4.27 2.16  C37 1.093
8 C 4.29 2.47 10.38  N30 1.148, C40 1.463
9 C 6.59 -3.56 0.78  C37 1.522, H47 1.090, H76 1.094, H118 1.089
10 H -0.72 0.90 -2.53  C92 1.102
11 P -3.53 1.33 -0.95  H2 1.409, C38 1.900, S43 1.982, H49 1.406
12 H -3.88 -1.42 -7.47  C94 1.092
13 H 4.65 2.10 7.70  C115 1.093
14 N -2.74 4.76 -2.18  C26 1.148
15 H 4.92 -5.70 0.13  C121 1.092
16 H -0.41 -0.15 5.20  C57 1.091
17 H -6.97 6.30 -3.77  C119 1.090
18 C 0.33 -1.70 0.93  C31 1.530, H96 1.105, C108 1.586, H126 1.094
19 H -3.31 6.88 -4.43  C21 1.092
20 C 0.91 -1.27 -1.45  H45 1.103, H79 1.097, C108 1.570, C110 1.557
21 C -3.56 6.93 -3.37  H19 1.092, C26 1.461, C65 1.531, H122 1.092
22 H 0.95 -1.86 4.15  C105 1.093
23 O -1.51 -2.87 -3.18  S88 1.438
24 H 4.30 0.03 2.82  C78 1.092
25 H -6.41 -0.82 -0.95  C64 1.102
26 C -3.10 5.71 -2.70  N14 1.148, C21 1.461
27 C 7.60 1.08 3.15  H4 1.092, H111 1.092, C117 1.525, H123 1.091
28 F -3.27 -2.45 0.58  C107 1.406
29 H 5.80 2.01 2.45  C117 1.092
30 N 3.30 2.70 10.93  C8 1.148
31 C 1.02 -3.05 1.11  H5 1.107, C18 1.530, O33 1.187
32 H -3.22 -2.10 -8.97  C94 1.092
33 O 1.73 -3.19 2.05  C31 1.187
34 N 5.91 -0.76 0.24  C87 1.149
35 O -2.76 -4.07 -1.64  S88 1.420
36 C -1.30 -0.31 -0.32  C38 1.566, H75 1.105, C108 1.548, C113 1.558
37 C 5.14 -3.81 1.17  H7 1.093, C9 1.522, H112 1.090, C121 1.530
38 C -2.39 -0.11 -1.43  P11 1.900, C36 1.566, C61 1.592, C92 1.547
39 P -4.24 -1.43 -3.24  C61 1.863, O69 1.458, O77 1.615, O120 1.626
40 C 5.54 2.18 9.68  H1 1.092, C8 1.463, H89 1.092, C115 1.531
41 C 2.69 -1.56 5.25  N85 1.149, C105 1.462
42 O 0.04 2.37 1.83  C56 1.169
43 S -3.70 1.56 1.01  P11 1.982
44 H -5.51 -3.08 0.48  C128 1.103
45 H 1.73 -0.89 -0.83  C20 1.103
46 H 5.67 -0.91 3.38  C78 1.093
47 H 7.08 -2.94 1.54  C9 1.090
48 H 6.26 1.40 7.81  C115 1.093
49 H -3.05 2.57 -1.42  P11 1.406
50 H -0.81 2.38 -4.18  C59 1.105
51 C 4.24 -4.18 -1.13  C121 1.465, N130 1.149
52 H 5.73 1.48 4.12  C117 1.092
53 H -2.60 1.56 -9.54  C91 1.092
54 O -0.97 0.59 2.54  C56 1.355, H127 0.975
55 C -3.95 -0.07 -9.17  H6 1.092, C91 1.532, C94 1.525, H95 1.092
56 C -0.49 1.37 1.54  O42 1.169, O54 1.355, C113 1.537
57 C 0.66 -0.14 5.41  H16 1.091, C67 1.525, H71 1.092, C105 1.533
58 H 0.51 0.99 -0.26  C113 1.103
59 C -1.75 2.61 -3.65  H50 1.105, H72 1.097, N93 1.496, H101 1.087
60 O -0.89 -2.79 -0.78  S88 1.599, C108 1.445
61 C -3.26 -1.42 -1.65  C38 1.592, P39 1.863, S88 1.868, C107 1.566
62 H -5.32 7.19 -2.13  C65 1.092
63 H 2.56 -2.34 -2.27  C110 1.112
64 C -6.62 -1.90 -0.91  H25 1.102, H125 1.097, C128 1.570, H129 1.097
65 C -5.07 7.15 -3.20  C21 1.531, H62 1.092, C119 1.525, H124 1.092
66 H -2.54 1.00 -4.49  N93 1.023
67 C 0.88 0.35 6.84  C57 1.525, H73 1.090, H83 1.092, H98 1.092
68 H -1.80 0.01 -9.40  C91 1.092
69 O -4.87 -2.72 -3.51  P39 1.458
70 N -2.09 1.12 -6.48  C106 1.147
71 H 1.10 0.58 4.72  C57 1.092
72 H -2.37 3.27 -4.27  C59 1.097
73 H 0.41 1.32 6.98  C67 1.090
74 H -5.69 6.02 -4.94  C119 1.092
75 H -1.91 -0.54 0.57  C36 1.105
76 H 7.15 -4.50 0.71  C9 1.094
77 O -5.40 -0.31 -3.30  P39 1.615, H82 0.980
78 C 5.38 -0.10 2.71  H24 1.092, H46 1.093, C87 1.464, C117 1.531
79 H 0.78 -0.52 -2.25  C20 1.097
80 H 3.41 -4.95 0.62  C121 1.093
81 H -4.97 -1.93 -8.76  C94 1.090
82 H -5.00 0.51 -3.66  O77 0.980
83 H 0.44 -0.35 7.56  C67 1.092
84 H 3.70 0.14 8.92  C100 1.092
85 N 3.84 -1.58 5.33  C41 1.149
86 H -1.38 -0.44 -3.40  C92 1.104
87 C 5.67 -0.47 1.32  N34 1.149, C78 1.464
88 S -2.07 -2.85 -1.86  O23 1.438, O35 1.420, O60 1.599, C61 1.868
89 H 6.18 1.56 10.31  C40 1.092
90 H -5.74 5.09 -3.43  C119 1.092
91 C -2.60 0.62 -8.98  H53 1.092, C55 1.532, H68 1.092, C106 1.461
92 C -1.67 0.37 -2.72  H10 1.102, C38 1.547, H86 1.104, N93 1.489
93 N -2.50 1.32 -3.51  C59 1.496, H66 1.023, C92 1.489
94 C -4.00 -1.46 -8.56  H12 1.092, H32 1.092, C55 1.525, H81 1.090
95 H -4.16 -0.15 -10.24  C55 1.092
96 H -0.52 -1.70 1.63  C18 1.105
97 H 1.09 -2.71 -3.14  C110 1.097
98 H 1.94 0.45 7.07  C67 1.092
99 H 1.43 -3.45 -1.52  C110 1.092
100 C 4.69 0.10 8.47  H84 1.092, H114 1.091, C115 1.524, H116 1.092
101 H -1.56 3.05 -2.68  C59 1.087
102 H -4.45 -0.90 0.18  C107 1.103
103 H -5.16 -3.58 -1.15  C128 1.093
104 H -3.08 -2.05 -4.89  O120 0.972
105 C 1.23 -1.53 5.15  H3 1.092, H22 1.093, C41 1.462, C57 1.533
106 C -2.31 0.90 -7.58  N70 1.147, C91 1.461
107 C -4.07 -1.79 -0.37  F28 1.406, C61 1.566, H102 1.103, C128 1.540
108 C -0.32 -1.49 -0.50  C18 1.586, C20 1.570, C36 1.548, O60 1.445
109 H -0.96 1.90 -0.45  C113 1.101
110 C 1.48 -2.55 -2.13  C20 1.557, H63 1.112, H97 1.097, H99 1.092
111 H 7.92 0.27 3.82  C27 1.092
112 H 4.62 -2.86 1.24  C37 1.090
113 C -0.55 1.00 0.05  C36 1.558, C56 1.537, H58 1.103, H109 1.101
114 H 4.60 -0.37 7.49  C100 1.091
115 C 5.30 1.49 8.33  H13 1.093, C40 1.531, H48 1.093, C100 1.524
116 H 5.32 -0.54 9.09  C100 1.092
117 C 6.08 1.20 3.13  C27 1.525, H29 1.092, H52 1.092, C78 1.531
118 H 6.67 -3.04 -0.17  C9 1.089
119 C -5.91 6.07 -3.87  H17 1.090, C65 1.525, H74 1.092, H90 1.092
120 O -3.34 -1.18 -4.56  P39 1.626, H104 0.972
121 C 4.40 -4.74 0.21  H15 1.092, C37 1.530, C51 1.465, H80 1.093
122 H -3.03 7.78 -2.96  C21 1.092
123 H 8.05 2.01 3.51  C27 1.091
124 H -5.33 8.12 -3.62  C65 1.092
125 H -6.98 -2.22 -1.89  C64 1.097
126 H 1.01 -0.88 1.19  C18 1.094
127 H -1.91 0.36 2.42  O54 0.975
128 C -5.31 -2.69 -0.53  H44 1.103, C64 1.570, H103 1.093, C107 1.540
129 H -7.40 -2.07 -0.16  C64 1.097
130 N 4.11 -3.73 -2.19  C51 1.149

The following is a DFT calculation (ωB97M-V with the def2-TZVPD basis set) of one molecule with the formula C7H14N2O2.

Summary:
- LUMO level: 0.71 eV
- Relative energy (zero: lowest compared OMol25 entry of this formula, charge and spin): 2.130 eV
- Molecular weight: 158.20 Da
- Orbital gap: 10.29 eV
- SMILES: CCCCN(CC(C)=O)N=O
- Net charge: 0

Last columns: bonded neighbours and bond lengths (Å).
Cartesian coordinates (Å):
1 H -2.88 0.99 0.02  C17 1.121
2 C 0.80 -1.51 1.19  C5 1.591, H14 1.095, H20 1.134, C22 1.540
3 C -1.22 1.75 -1.14  O15 1.240, C17 1.497, C25 1.517
4 H 0.80 0.92 -1.20  C25 1.101
5 C -0.53 -0.84 0.64  C2 1.591, N9 1.441, H10 1.094, H13 1.096
6 H -3.28 2.36 -1.18  C17 1.156
7 C 2.26 0.62 1.44  H8 1.132, H19 1.125, C22 1.493, H24 1.089
8 H 3.26 1.10 1.19  C7 1.132
9 N -0.52 -0.67 -0.79  C5 1.441, N21 1.336, C25 1.435
10 H -1.30 -1.58 0.90  C5 1.094
11 H 2.03 -0.68 -0.33  C22 1.131
12 H 2.93 -1.39 1.04  C22 1.125
13 H -0.78 0.09 1.16  C5 1.096
14 H 0.92 -2.47 0.67  C2 1.095
15 O -0.80 2.91 -1.17  C3 1.240
16 H -2.92 0.67 -1.81  C17 1.106
17 C -2.67 1.39 -1.01  H1 1.121, C3 1.497, H6 1.156, H16 1.106
18 H -0.25 0.60 -2.46  C25 1.084
19 H 1.41 1.29 1.16  C7 1.125
20 H 0.68 -1.66 2.30  C2 1.134
21 N -0.89 -1.65 -1.61  N9 1.336, O23 1.226
22 C 2.07 -0.72 0.80  C2 1.540, C7 1.493, H11 1.131, H12 1.125
23 O -1.25 -2.66 -1.00  N21 1.226
24 H 2.36 0.52 2.52  C7 1.089
25 C -0.25 0.61 -1.38  C3 1.517, H4 1.101, N9 1.435, H18 1.084